No. 1
Density functional theory data (ωB97M-V/def2-TZVPD) for a molecular structure, C5H11O3Yb.

Element x y z (Å)
O -0.887 -1.227 -1.592
C 0.461 -1.342 -1.814
C 1.235 -1.686 -0.538
O 0.860 -0.832 0.551
C 1.662 0.283 0.898
C 0.903 1.556 0.595
O -0.416 1.413 1.113
C -1.165 2.620 1.130
Yb -1.441 -0.585 0.728
H 0.901 -0.408 -2.237
H 0.726 -2.157 -2.528
H 2.325 -1.618 -0.676
H 0.929 -2.683 -0.191
H 2.619 0.290 0.360
H 1.858 0.203 1.977
H 0.843 1.739 -0.489
H 1.406 2.407 1.078
H -2.211 2.357 1.323
H -0.795 3.273 1.932
H -1.084 3.134 0.160

Results
Spin multiplicity: 2
HOMO-LUMO gap (spin up / spin down), eV: 4.85 / 7.38
Expectation value of S²: 0.751
HOMO (spin up / spin down), eV: -4.3 / -7.1

No. 2
Density functional theory data (ωB97M-V/def2-TZVPD) for a molecular structure, H10O5.

Element x y z (Å)
O -3.050 0.954 -0.144
H -1.748 1.203 -0.144
H -3.713 1.537 -0.562
O -0.614 1.153 0.002
H -0.637 0.530 -0.718
H -0.650 0.543 0.682
O -0.818 -1.143 -1.477
H -1.168 -1.210 -0.237
O -1.915 -1.360 0.471
H -2.413 -0.517 0.308
H -2.366 -2.148 0.389
H 0.071 -1.315 -1.784
O 6.168 0.544 0.801
H 7.049 0.899 0.730
H 5.804 0.330 1.681

Results
Spin multiplicity: 1
HOMO-LUMO gap, eV: 10.38
HOMO, eV: -9.9

No. 3
Density functional theory data (ωB97M-V/def2-TZVPD) for HIOS in the gas phase.

Element x y z (Å)
O -1.123 -0.115 0.051
S 1.640 1.173 -1.131
I 0.903 -0.318 0.348
H -1.419 -0.740 0.732

Results
Spin multiplicity: 1
HOMO-LUMO gap, eV: 7.11
HOMO, eV: -8.6

No. 4
Density functional theory data (ωB97M-V/def2-TZVPD) for 2 unconnected molecules or ions with the total composition C4H14N2O2.

Element x y z (Å)
N -2.110 -1.275 -0.245
C -0.674 -1.258 0.108
C -0.060 0.022 -0.495
N 0.074 -0.139 -1.994
C 1.389 0.115 0.013
C 1.891 1.552 -0.086
O 1.911 2.102 -1.444
H -2.450 -2.234 -0.305
H -2.715 -0.915 0.488
H -0.391 -1.241 1.154
H -0.292 -2.066 -0.521
H -0.555 0.990 -0.409
H -0.853 -0.382 -2.325
H 0.748 -0.876 -2.161
H 2.008 -0.541 -0.612
H 1.532 -0.072 1.085
H 1.233 2.232 0.453
H 2.924 1.678 0.172
H 1.345 1.546 -1.988
O -1.373 0.516 3.087
H -1.351 -0.411 3.330
H -2.231 0.657 2.694

Results
SMILES: NC[C@H](N)CCO.O
Spin multiplicity: 1
HOMO-LUMO gap, eV: 9.81
HOMO, eV: -9.4

No. 5
Density functional theory data (ωB97M-V/def2-TZVPD) for a molecular structure, C31H35CsF3IN3O2SbTe.

Element x y z (Å)
Cs 1.054 1.615 0.399
N 0.215 -0.883 -2.340
C -0.810 -1.923 -2.234
C -1.349 -1.956 -0.818
N -0.276 -2.225 0.126
C -0.731 -2.271 1.499
C 0.441 -2.250 2.458
N 1.010 -0.893 2.560
H -0.230 0.026 -2.246
H 0.661 -0.912 -3.249
H -0.358 -2.891 -2.465
H -1.651 -1.779 -2.925
H -2.098 -2.751 -0.737
H -1.855 -1.001 -0.603
H 0.439 -1.514 0.011
H -1.298 -3.195 1.646
H -1.417 -1.439 1.746
H 1.212 -2.918 2.062
H 0.129 -2.638 3.433
H 1.904 -0.939 3.037
H 0.406 -0.332 3.154
I -7.390 3.489 -3.646
C -5.531 3.147 -2.762
C -4.761 2.073 -3.183
C -3.526 1.854 -2.592
C -3.061 2.694 -1.588
C -3.846 3.765 -1.179
C -5.082 3.998 -1.762
C -1.712 2.451 -0.943
O -1.348 3.224 -0.032
O -1.029 1.475 -1.381
H -5.121 1.416 -3.963
H -2.905 1.025 -2.904
H -3.472 4.408 -0.393
H -5.692 4.831 -1.441
F 3.239 -7.498 -1.136
C 3.372 -6.166 -0.984
C 2.312 -5.350 -1.321
C 2.459 -3.980 -1.155
C 3.647 -3.440 -0.664
C 4.692 -4.300 -0.330
C 4.564 -5.672 -0.490
Sb 3.766 -1.332 -0.416
C 5.353 -0.893 -1.775
C 5.475 0.431 -2.195
C 6.504 0.830 -3.038
C 7.402 -0.126 -3.465
F 8.406 0.245 -4.282
C 7.308 -1.452 -3.087
C 6.278 -1.826 -2.238
C 4.976 -1.397 1.351
C 4.520 -2.093 2.470
C 5.223 -2.078 3.667
C 6.392 -1.345 3.728
F 7.083 -1.321 4.885
C 6.880 -0.642 2.646
C 6.161 -0.674 1.457
H 1.393 -5.785 -1.690
H 1.624 -3.331 -1.378
H 5.619 -3.905 0.071
H 5.363 -6.356 -0.235
H 4.756 1.177 -1.866
H 6.616 1.856 -3.362
H 8.032 -2.166 -3.455
H 6.198 -2.865 -1.939
H 3.610 -2.683 2.411
H 4.886 -2.625 4.537
H 7.805 -0.089 2.739
H 6.548 -0.132 0.601
C 0.646 4.212 -3.256
Te 1.824 2.438 -3.278
C 3.503 3.337 -4.236
H 0.200 4.376 -4.232
H 1.281 5.051 -2.980
H -0.128 4.084 -2.507
H 3.897 4.146 -3.625
H 3.217 3.708 -5.216
H 4.261 2.565 -4.355

Results
Spin multiplicity: 1
HOMO-LUMO gap, eV: 7.87
HOMO, eV: -8.1

No. 6
Density functional theory data (ωB97M-V/def2-TZVPD) for a molecular structure, C4H4KMgO5.

Element x y z (Å)
O -1.535 2.535 -0.831
C -1.244 1.352 -0.447
O -2.050 0.423 -0.364
O 0.072 1.235 -0.195
C 0.604 0.718 1.043
C 1.443 -0.522 0.834
H -0.211 0.512 1.747
H 1.182 1.537 1.487
H 1.496 -1.530 1.268
H 2.342 -0.254 1.416
O 1.851 -0.822 -0.730
O 0.485 -2.549 -1.041
C 1.541 -1.945 -1.343
K -4.607 1.496 -2.271
Mg -1.368 -2.185 -0.574

Results
Spin multiplicity: 1
HOMO-LUMO gap (spin up / spin down), eV: 4.69 / 6.89
Total charge: +1
HOMO (spin up / spin down), eV: -10.4 / -11.7

No. 7
Density functional theory data (ωB97M-V/def2-TZVPD) for C10H10N2 in the gas phase.

Element x y z (Å)
C 0.404 -1.226 2.488
C 0.089 -0.593 1.147
C -0.390 -1.281 0.106
C -0.402 -0.712 -1.194
N -0.745 -1.576 -2.246
C -1.182 -0.930 -3.294
C -0.682 0.453 -3.435
N -0.228 1.270 -2.492
C -0.010 0.587 -1.341
C 0.395 1.328 -0.225
C 0.516 0.748 1.002
C 0.768 1.525 2.321
H -0.235 -0.735 3.313
H 0.281 -2.353 2.272
H 1.496 -1.127 2.618
H -0.995 -2.216 0.054
H -1.506 -1.501 -4.168
H -0.939 0.839 -4.470
H 0.671 2.338 -0.464
H -0.095 1.634 3.010
H 1.184 2.557 2.119
H 1.605 0.971 2.878

Results
SMILES: Cc1cc2nccnc2cc1C
Spin multiplicity: 1
HOMO-LUMO gap, eV: 8.75
HOMO, eV: -8.9

No. 8
Density functional theory data (ωB97M-V/def2-TZVPD) for H2NO2P in the gas phase.

Element x y z (Å)
O 1.554 -0.474 0.351
N 0.634 0.456 0.262
O 0.856 1.590 0.587
P -1.087 0.156 -0.306
H -0.685 -0.689 -1.318
H -1.273 -1.039 0.425

Results
SMILES: O=[N+]([O-])P
Spin multiplicity: 1
HOMO-LUMO gap, eV: 10.23
HOMO, eV: -10.7

| no. | F_max (eV/A) |
| --- | --- |
| 1 | 2.15 |
| 2 | 4.92 |
| 3 | 1.46 |
| 4 | 2.55 |
| 5 | 0.47 |
| 6 | 5.91 |
| 7 | 3.72 |
| 8 | 5.05 |